Entry from the OMol25 dataset: C68H75As2ClN5O3P2STl as an isolated structure in a non-equilibrium geometry (the ωB97M-V functional and the def2-TZVPD basis).

Properties
total charge = +2
ΔE to the lowest compared entry with this formula, charge and spin = 222.1 kJ/mol
E_tot = -9320.28470 a.u.
M = 1494.08 g/mol
highest occupied orbital energy (spin up / spin down) = -11.676 / -11.698 eV
Kohn-Sham gap (spin up / spin down) = 4.350 / 5.075 eV

Structure (XYZ):
```
158
Properties=species:S:1:pos:R:3:forces:R:3:mulliken_charge:R:1
Tl 1.010 -2.042 0.093 -0.54 -0.28 0.08 0.56
C 5.200 -2.509 -0.014 -0.14 -0.01 0.05 -1.28
As 3.929 -2.931 1.434 0.36 -0.13 0.02 1.65
C 5.156 -4.071 2.472 -0.11 -0.05 -0.12 -1.35
C 4.022 -1.345 2.573 -0.04 0.10 0.02 0.28
C 5.207 -0.625 2.689 0.08 -0.04 -0.10 -0.94
C 5.299 0.497 3.496 0.03 0.04 0.01 -1.04
C 4.187 0.914 4.209 -0.02 0.08 -0.06 -0.90
C 3.003 0.199 4.114 -0.09 -0.07 0.08 -0.74
C 2.904 -0.947 3.321 -0.14 0.03 -0.10 -0.10
As 1.135 -1.827 3.175 0.54 -0.19 0.46 1.64
C 0.323 -1.151 4.823 -0.26 0.07 -0.21 -1.65
C 1.512 -3.616 3.887 0.06 -0.03 -0.02 -1.26
H 6.009 -1.853 0.303 0.02 -0.03 0.02 0.49
H 4.678 -2.051 -0.855 0.02 -0.14 0.06 -0.06
H 5.636 -3.453 -0.341 -0.03 -0.01 -0.02 0.52
H 6.101 -3.554 2.638 -0.03 0.05 0.00 0.43
H 5.347 -4.985 1.910 -0.02 0.01 0.01 0.44
H 4.717 -4.336 3.432 -0.05 0.05 -0.01 0.33
H 6.089 -0.945 2.147 0.01 0.00 0.02 0.39
H 6.233 1.038 3.568 0.02 0.00 0.02 0.44
H 4.241 1.791 4.841 -0.01 0.00 0.02 0.48
H 2.143 0.531 4.681 0.06 0.03 0.02 0.40
H 1.024 -1.222 5.652 0.07 -0.03 -0.07 0.49
H -0.545 -1.777 5.022 -0.01 -0.01 -0.07 0.43
H -0.035 -0.129 4.709 0.02 -0.01 -0.05 0.41
H 2.199 -3.535 4.729 -0.03 0.02 0.02 0.50
H 1.930 -4.286 3.138 0.00 0.06 -0.07 0.08
H 0.567 -4.035 4.234 -0.02 0.04 -0.02 0.55
C -7.514 -0.487 -0.963 -0.02 -0.07 0.08 -1.74
C -6.174 -0.779 -0.353 0.04 -0.03 -0.04 0.80
C -5.281 -1.634 -1.001 0.02 0.11 0.05 -0.44
C -4.028 -1.882 -0.466 0.00 0.04 0.05 -0.05
C -3.673 -1.283 0.732 0.23 -0.24 -0.10 -0.35
C -4.553 -0.460 1.414 0.09 -0.01 0.16 -1.17
C -5.803 -0.214 0.867 0.03 -0.03 -0.08 -0.80
S -1.986 -1.410 1.266 0.49 1.03 -0.23 1.31
O -1.314 -0.322 0.526 0.17 -0.29 -0.05 0.29
O -1.931 -1.236 2.697 -0.34 -0.27 0.20 -0.75
N -1.304 -2.743 0.735 0.07 0.65 -0.07 1.23
C -1.518 -3.944 1.389 -0.18 -0.32 0.17 -0.14
C -2.661 -4.252 2.103 0.23 0.12 -0.20 -0.80
C -2.869 -5.538 2.623 -0.03 -0.17 0.05 -1.21
C -1.949 -6.529 2.438 -0.08 -0.11 0.07 -1.22
C -0.743 -6.253 1.760 0.04 0.31 -0.12 1.30
C 0.261 -7.225 1.567 0.07 0.00 -0.07 -1.21
C 1.428 -6.878 0.949 -0.01 -0.14 0.11 -1.39
C 1.603 -5.550 0.538 -0.05 0.13 -0.08 -0.64
N 0.680 -4.624 0.654 -0.02 0.20 0.00 1.01
C -0.502 -4.949 1.249 -0.24 -0.15 0.20 -0.15
H -7.466 -0.542 -2.049 -0.04 0.03 -0.01 0.39
H -7.871 0.499 -0.671 -0.03 0.01 -0.03 0.43
H -8.251 -1.219 -0.627 -0.03 0.01 -0.01 0.32
H -5.568 -2.090 -1.940 0.02 -0.03 -0.02 0.50
H -3.314 -2.526 -0.959 -0.09 0.02 -0.07 -0.40
H -4.248 -0.021 2.356 -0.06 0.02 -0.01 0.55
H -6.500 0.432 1.384 0.01 0.01 0.02 0.46
H -3.418 -3.491 2.237 -0.04 -0.08 0.04 0.70
H -3.785 -5.746 3.160 -0.01 0.01 0.01 0.44
H -2.127 -7.531 2.808 0.01 -0.01 0.03 0.45
H 0.098 -8.238 1.914 -0.02 0.00 0.04 0.50
H 2.220 -7.598 0.797 0.02 0.01 -0.02 0.56
H 2.543 -5.240 0.101 0.02 0.00 -0.08 0.48
C -0.328 -0.546 -4.068 0.03 -0.48 0.37 -1.78
C 0.154 -2.001 -4.086 -0.18 0.07 0.19 -1.37
P -0.320 -2.911 -2.520 0.36 -0.45 -0.98 2.07
C -1.938 -3.654 -2.901 -0.01 0.07 0.30 0.49
C -2.444 -4.526 -1.933 0.04 0.02 -0.13 -0.54
C -3.613 -5.230 -2.158 0.01 -0.05 0.00 -0.63
C -4.286 -5.080 -3.364 0.03 -0.02 0.02 -0.95
C -3.790 -4.216 -4.329 -0.07 0.04 -0.09 -0.88
C -2.628 -3.492 -4.098 0.08 0.05 0.05 -1.12
C 0.789 -4.366 -2.740 0.04 0.16 0.12 0.97
C 2.149 -4.161 -2.506 -0.05 -0.03 -0.03 -0.27
C 3.061 -5.188 -2.683 0.06 0.06 -0.01 -0.74
C 2.620 -6.439 -3.093 0.00 -0.06 0.01 -0.76
C 1.272 -6.647 -3.340 -0.03 -0.01 0.00 -0.85
C 0.356 -5.618 -3.165 0.06 0.08 0.05 -0.72
P -0.462 0.015 -2.302 0.02 0.86 -0.53 2.33
C 1.205 0.489 -1.877 -0.09 0.23 0.24 -0.82
C 2.273 0.012 -2.676 -0.09 -0.09 -0.04 -0.76
C 3.592 0.089 -2.309 -0.16 -0.06 0.05 -1.40
C 3.909 0.419 -0.963 0.14 0.06 0.25 -0.32
C 2.970 0.973 -0.179 0.12 0.32 -0.08 -1.37
C 1.694 1.484 -0.809 0.12 -0.61 -0.08 0.30
C -1.334 1.591 -2.614 0.12 0.04 0.33 0.22
C -0.693 2.616 -3.314 0.02 0.05 0.03 -0.31
C -1.413 3.718 -3.748 0.05 0.02 -0.01 -0.81
C -2.776 3.798 -3.491 -0.02 0.05 0.07 -0.76
C -3.410 2.790 -2.780 -0.10 -0.02 0.04 -0.73
C -2.692 1.689 -2.335 0.04 -0.12 0.06 -0.64
H -1.354 -0.473 -4.440 0.03 0.03 0.02 0.59
H 0.296 0.121 -4.665 -0.07 0.02 -0.03 0.57
H 1.240 -2.055 -4.143 -0.06 -0.16 0.00 0.80
H -0.231 -2.548 -4.947 0.08 -0.05 0.00 1.03
H -1.900 -4.652 -1.009 -0.01 -0.08 0.13 0.32
H -3.989 -5.910 -1.405 0.00 0.01 0.02 0.52
H -5.187 -5.647 -3.556 -0.02 0.01 -0.01 0.42
H -4.299 -4.119 -5.278 -0.03 0.05 0.02 0.45
H -2.263 -2.826 -4.870 -0.02 -0.01 -0.01 0.28
H 2.500 -3.184 -2.181 0.05 0.01 0.02 0.12
H 4.114 -5.015 -2.501 0.00 0.00 -0.01 0.51
H 3.327 -7.248 -3.222 0.01 0.01 -0.03 0.44
H 0.922 -7.612 -3.684 0.03 -0.03 0.03 0.48
H -0.689 -5.797 -3.369 -0.03 -0.03 -0.01 0.40
H 2.040 -0.461 -3.618 0.07 0.15 0.04 0.60
H 4.364 -0.233 -2.994 0.02 -0.01 -0.01 0.56
H 4.879 0.160 -0.560 -0.03 0.16 0.01 0.97
H 3.169 1.237 0.853 0.14 -0.01 -0.02 0.67
H 1.964 2.392 -1.377 -0.01 -0.11 -0.02 0.09
H 0.362 2.537 -3.553 0.01 0.00 -0.02 0.46
H -0.919 4.499 -4.311 0.01 0.01 0.02 0.51
H -3.340 4.647 -3.851 -0.02 0.00 0.01 0.45
H -4.473 2.844 -2.580 0.01 0.05 -0.01 0.56
H -3.183 0.888 -1.794 -0.06 0.00 0.06 0.44
C -3.031 5.903 0.598 0.05 0.23 0.04 -2.27
C -1.664 6.510 0.930 -0.06 0.09 -0.10 2.49
C -1.927 7.972 1.343 0.09 -0.09 0.03 -2.03
C -0.805 6.570 -0.332 -0.14 -0.05 0.17 -1.29
C -0.986 5.733 2.112 0.29 0.09 -0.02 2.03
O -1.707 6.082 3.301 -0.11 -0.21 0.07 -0.73
C 0.494 6.109 2.418 0.04 -0.10 -0.02 -1.83
C 1.759 5.481 1.778 -0.12 0.15 -0.04 -0.12
C 2.268 6.123 0.513 0.12 -0.14 0.00 -0.54
C 2.757 7.427 0.542 -0.03 -0.02 -0.03 -0.23
C 3.225 8.046 -0.603 -0.07 0.07 -0.05 -0.81
C 3.193 7.366 -1.813 -0.03 -0.03 0.13 0.18
Cl 3.716 8.158 -3.256 0.03 -0.03 -0.04 -0.20
C 2.753 6.054 -1.860 -0.01 0.01 -0.14 -1.01
C 2.310 5.443 -0.697 0.08 0.03 0.05 1.07
C -1.256 4.200 2.169 -0.52 0.57 0.28 -2.43
N -0.384 3.222 1.528 0.09 -0.34 -0.67 1.52
C 0.040 3.054 0.287 -0.18 -0.02 0.25 -1.04
N 0.819 1.959 0.272 -0.54 -0.15 -0.13 1.44
C 0.789 1.473 1.551 -0.04 -0.09 0.01 0.04
N 0.074 2.225 2.317 0.06 -0.03 0.36 -1.09
H -3.562 6.579 -0.074 0.00 -0.07 -0.04 0.53
H -3.640 5.794 1.496 0.01 -0.07 -0.01 0.37
H -2.939 4.942 0.097 -0.06 -0.18 -0.13 0.27
H -2.270 8.523 0.468 0.04 0.04 0.00 0.50
H -1.027 8.470 1.709 0.00 0.05 -0.01 0.32
H -2.713 8.053 2.093 0.00 0.00 0.00 0.58
H -1.374 7.054 -1.127 0.02 -0.05 -0.04 0.66
H -0.516 5.581 -0.686 0.04 0.01 -0.10 0.02
H 0.098 7.153 -0.162 0.03 -0.03 -0.09 0.31
H -1.605 7.025 3.464 -0.02 0.03 -0.01 0.56
H 0.575 5.905 3.487 -0.01 0.08 0.01 0.53
H 0.578 7.191 2.292 -0.01 0.02 0.12 0.35
H 1.657 4.405 1.637 0.13 0.03 0.06 -0.36
H 2.541 5.613 2.530 0.00 -0.11 0.02 0.61
H 2.781 7.974 1.477 -0.01 -0.01 0.03 0.47
H 3.605 9.058 -0.564 0.00 0.01 -0.02 0.45
H 2.753 5.524 -2.803 0.03 -0.01 -0.01 0.50
H 1.997 4.404 -0.742 0.00 0.07 0.02 0.29
H -2.285 4.009 1.870 0.10 -0.11 -0.08 0.56
H -1.197 3.956 3.226 0.11 -0.11 -0.07 0.40
H -0.165 3.695 -0.552 -0.06 -0.02 -0.05 0.89
H 1.298 0.588 1.889 0.05 -0.03 -0.11 -0.46
```
Positions in Å, forces in eV/Å.